{"formula": "C30H23N3", "method": "ωB97M-V/def2-TZVPD", "lumo_ev": -2.39, "homo_ha": -0.248, "homo_lumo_gap_ev": 4.34, "relative_energy_ev": 0.0000, "energy_ev": -35951.422, "elements": ["C", "C", "N", "C", "C", "C", "C", "C", "C", "C", "N", "H", "H", "H", "H", "H", "C", "N", "C", "C", "C", "C", "C", "C", "C", "C", "C", "C", "C", "C", "C", "C", "C", "C", "C", "C", "C", "C", "H", "H", "H", "H", "H", "H", "H", "H", "H", "H", "H", "H", "H", "H", "H", "H", "H", "H"], "positions_angstrom": [[1.1966, 0.1586, 2.4655], [2.0154, -0.9726, 2.5065], [2.6775, -1.9411, 2.5483], [-0.2423, 0.0066, 2.6309], [-1.0358, 1.1784, 2.7375], [-2.3981, 1.0864, 2.9754], [-2.9982, -0.1769, 3.0651], [-2.2499, -1.3440, 2.8665], [-0.8731, -1.2599, 2.6557], [1.7262, 1.4542, 2.5550], [2.0818, 2.5733, 2.6331], [-0.5596, 2.1570, 2.6190], [-2.9610, 2.0135, 3.0858], [-4.0666, -0.2379, 3.2615], [-2.7400, -2.3186, 2.8861], [-0.2772, -2.1593, 2.4832], [8.2727, 0.0681, 0.6593], [7.4429, 0.0972, -0.5429], [8.0933, -0.2582, -1.8000], [6.0700, -0.0782, -0.4278], [5.3113, 0.7572, 0.4333], [3.9368, 0.7428, 0.3293], [3.2647, -0.2678, -0.3727], [1.8270, -0.2700, -0.4635], [0.9889, -1.4368, -0.5906], [-0.3641, -1.0036, -0.8673], [-1.4165, -1.9058, -0.8796], [-1.1279, -3.2550, -0.6496], [0.1848, -3.6944, -0.4163], [1.2508, -2.7865, -0.3806], [-0.3464, 0.4516, -0.9596], [1.0035, 0.8957, -0.7075], [1.3092, 2.2536, -0.7630], [0.2903, 3.1490, -1.0849], [-1.0260, 2.7182, -1.2838], [-1.3613, 1.3623, -1.1969], [4.0271, -1.1999, -1.0941], [5.3931, -1.0719, -1.1842], [7.6787, 0.3783, 1.5299], [8.6399, -0.9638, 0.8246], [9.1439, 0.7346, 0.5605], [7.4882, 0.1205, -2.6357], [9.0944, 0.1854, -1.8785], [8.1976, -1.3513, -1.8914], [5.7930, 1.4770, 1.1004], [3.3518, 1.5162, 0.8052], [-2.4214, -1.5404, -1.1085], [-1.9343, -3.9862, -0.6616], [0.3704, -4.7534, -0.2305], [2.2669, -3.1011, -0.1501], [2.3242, 2.5972, -0.5627], [0.5270, 4.2070, -1.1718], [-1.7898, 3.4473, -1.5258], [-2.3601, 0.9841, -1.3923], [3.5116, -1.9854, -1.6340], [5.9409, -1.7596, -1.8303]], "forces_ev_per_angstrom": [[-0.4644, -0.2672, -0.4832], [1.5025, -1.6340, 0.2894], [-1.0265, 1.4189, -0.1873], [-0.5343, 0.2480, -0.2307], [0.1078, -0.3436, -0.0796], [0.3227, -0.3115, -0.0860], [-0.1502, 0.0842, -0.1255], [0.2063, 0.4197, 0.0411], [-0.0275, 0.4000, -0.0875], [0.8416, 2.0547, 0.2966], [-0.5541, -2.0498, -0.3195], [-0.1917, -0.3792, 0.1830], [-0.0625, -0.3683, -0.0092], [0.1762, -0.0767, -0.0382], [0.1402, 0.2744, 0.0202], [-0.1521, 0.2440, 0.1618], [-0.0602, -0.1231, -0.1156], [0.2044, 0.4542, -0.0839], [-0.3236, -0.3666, 0.2149], [-0.0281, -0.3271, 0.1290], [-0.0430, -0.0638, -0.3802], [0.3029, 0.0435, 0.1813], [-0.2909, 0.0693, -0.3068], [0.5595, 0.0937, 0.0803], [-1.5314, 0.0107, -0.2397], [0.7405, -0.9042, 0.6854], [0.4059, 0.4977, -0.3725], [0.3817, -0.2546, -0.0764], [-0.2663, 0.1619, 0.0299], [0.0820, 0.0202, 0.1893], [0.7085, 1.0713, 0.3249], [-1.3889, 0.1407, -0.0065], [0.1733, -0.3219, 0.0157], [-0.3642, 0.0965, 0.0536], [0.4004, 0.0584, 0.0456], [0.5432, -0.4962, -0.2962], [-0.2778, -0.0489, 0.1297], [0.3314, 0.3024, 0.0247], [0.2755, -0.1430, -0.2938], [-0.0614, 0.3449, 0.1208], [-0.3402, -0.1709, -0.0197], [0.1793, -0.1906, 0.2205], [-0.3098, -0.0131, 0.2719], [0.1226, 0.1398, -0.1851], [-0.0934, -0.1572, -0.4536], [0.1629, -0.1478, 0.3325], [0.2402, -0.3327, 0.2498], [0.1596, 0.1437, 0.0225], [-0.0501, 0.3314, -0.0776], [-0.3016, -0.1013, 0.0431], [-0.3744, 0.0500, -0.2105], [-0.0951, -0.1898, 0.0645], [0.0267, -0.0280, 0.0417], [-0.0137, 0.2968, 0.0882], [0.1321, 0.0472, -0.0532], [-0.0523, 0.2930, 0.2660]]}